The following is a DFT calculation (ωB97M-V with the def2-TZVPD basis set) of a cluster of 14 separate species, C19H66N14O14 in total in a non-equilibrium geometry.

```
113
Properties=species:S:1:pos:R:3
C -4.37821 -0.85274 -3.04018
C -5.02121 -2.23374 -2.78018
O -5.03721 -2.56374 -1.37018
H -4.53721 -0.31074 -4.00518
H -3.36021 -0.83774 -2.83218
H -4.72621 -0.11574 -2.32718
H -4.60321 -2.99174 -3.37718
H -6.09621 -2.19574 -3.12818
H -5.43321 -3.45174 -1.38218
C -1.41721 -5.02474 0.18182
C -2.42621 -3.90774 0.23682
O -2.19821 -2.91674 -0.72418
H -1.22321 -5.31774 -0.85218
H -1.64221 -5.90274 0.78182
H -0.43021 -4.63574 0.47282
H -2.55421 -3.45674 1.21982
H -3.46521 -4.28574 -0.05918
H -2.71321 -2.13474 -0.49318
C -2.68721 3.66526 5.92482
C -2.22721 2.42726 5.15382
O -2.98121 2.23426 3.95482
H -2.57221 4.53426 5.30282
H -2.04721 3.94926 6.79582
H -3.75221 3.50626 6.20482
H -2.36021 1.49126 5.68082
H -1.13521 2.44626 4.88282
H -2.43021 2.26726 3.16982
C 0.63079 4.75726 1.22982
C 0.10879 3.92126 2.39382
O 0.67279 2.62526 2.37282
H 1.68979 4.85326 1.28182
H 0.32079 5.74426 1.33082
H 0.38179 4.29226 0.34382
H -0.95121 3.72626 2.48982
H 0.57979 4.32826 3.29682
H 1.58779 2.62626 2.62482
C 1.67579 -3.62674 2.67082
C 1.72979 -2.56574 1.56082
O 1.85379 -1.28674 2.18682
H 0.81179 -3.37074 3.31282
H 2.54579 -3.64474 3.36182
H 1.47179 -4.65374 2.35982
H 0.85979 -2.65074 0.95882
H 2.65579 -2.69074 0.91482
H 1.04079 -0.97474 2.52282
C -2.00721 3.23526 -2.80818
O -2.45621 4.17226 -3.68218
N -2.51821 2.05626 -2.90818
N -0.91821 3.38026 -2.08118
H -3.45021 2.00026 -3.43018
H -2.17721 1.22126 -2.40218
H -0.37721 4.25326 -2.09318
H -0.25821 2.70526 -1.75918
C 4.57179 0.70026 1.63782
O 3.39579 1.33226 1.38182
N 4.51979 -0.52174 2.14382
N 5.81979 1.19426 1.52082
H 3.57379 -0.91674 2.15682
H 5.34479 -1.16274 2.25682
H 6.01379 2.21526 1.31382
H 6.69779 0.84126 1.88982
C 2.72479 0.51126 -4.47318
O 3.22179 1.47026 -5.31918
N 1.52379 0.09026 -4.61518
N 3.31679 -0.09974 -3.48318
H 0.74679 0.36426 -5.37418
H 1.08279 -0.40474 -3.78218
H 4.14679 0.26126 -3.13518
H 2.97479 -0.80474 -2.78818
C 4.02679 -2.60574 -1.12918
O 3.24379 -1.46974 -1.04318
N 3.75679 -3.58074 -2.00618
N 5.09179 -2.84974 -0.41218
H 2.78379 -3.40074 -2.52118
H 4.33879 -4.44474 -2.12718
H 5.44179 -2.07074 0.05282
H 5.82579 -3.50874 -0.66918
C -3.33221 3.30626 0.39982
O -4.24621 3.57526 1.37682
N -3.34621 2.26426 -0.37718
N -2.34721 4.09726 0.08282
H -3.93121 1.53326 -0.00818
H -2.92221 2.21026 -1.33218
H -2.06921 4.96226 0.56082
H -1.61821 3.74826 -0.62218
C 0.54479 -2.61074 -2.75218
O -0.08621 -1.53474 -3.38718
N 0.29579 -3.02074 -1.52918
N 1.56779 -3.23274 -3.23618
H -0.68921 -2.90174 -1.16018
H 0.94179 -3.66974 -1.09818
H 1.83879 -2.91074 -4.19818
H 1.57579 -4.30774 -3.21618
C -0.75021 0.25426 -0.28318
O -1.58421 0.00926 -1.31518
N -1.08721 1.19326 0.61582
N 0.37879 -0.24774 -0.13118
H -2.04021 1.63926 0.34582
H -0.54621 1.76726 1.26282
H 0.55379 -0.92274 -0.89818
H 0.93979 -0.14474 0.75582
C 2.38679 2.39326 -1.52318
O 1.22379 1.69026 -1.78618
H 2.61179 3.19426 -2.21518
H 3.26579 1.78826 -1.68218
H 2.36279 2.80026 -0.51418
H 1.04579 1.04626 -1.04718
C -1.27621 -1.47674 3.06182
O -0.66121 -0.19574 2.99482
H -1.26321 -2.05774 2.20082
H -2.27821 -1.48774 3.53382
H -0.66921 -1.99874 3.79782
H -1.02221 0.29026 2.20582
```

Calculated values
E_tot ... -2583.3162 hartree
Charge ... 0
Relative energy (zero: lowest compared OMol25 entry of this formula, charge and spin) ... 1109.4 kJ/mol
Frontier orbital gap ... 7.39 eV
HOMO level ... -7.871 eV
LUMO level ... -0.4765 eV
Largest force on an atom ... 9.73 eV/A

Results of the Löwdin charge analysis, in e, for atoms 1 through 5: C -0.0751; C -0.2708; O -0.0940; H 0.0951; H 0.0144

***

The following is a DFT calculation (ωB97M-V with the def2-TZVPD basis set) of a cluster of 31 separate species, C19H81BrClN2O35P in total in a non-equilibrium geometry.

```
140
Properties=species:S:1:pos:R:3
C 2.61034 -4.99123 -0.81947
C 2.43412 -4.21377 -2.16237
O 1.69108 -2.97378 -2.03603
C 2.42828 -2.01131 -1.35952
O 1.97334 -1.58900 -0.32800
C 3.76692 -1.49130 -1.93462
C 4.30272 -0.22197 -1.21652
C 3.85658 1.14282 -1.88372
C 2.31431 1.28333 -1.60309
C 1.83051 1.70292 -0.28484
P 2.93116 2.13825 1.19076
N 3.37479 0.70052 2.06690
O 1.89443 2.90466 2.28705
C 0.38704 1.75830 -0.09799
C -0.47663 1.41555 -1.18426
C 0.00082 1.01127 -2.49040
C 1.41566 0.93996 -2.68419
Br 2.05099 0.34319 -4.41301
C -1.02863 0.65554 -3.59195
O -0.87650 0.92366 -4.75237
C -2.29242 -0.05599 -3.08324
Cl -3.08743 -1.33029 -4.02651
C -2.77075 0.30997 -1.85401
N -3.92339 -0.30524 -1.22510
C -3.40235 -1.19976 -0.41122
C -3.01939 -2.59474 -0.92821
C -3.10232 -0.91308 1.05307
C -2.02457 1.42421 -1.02810
O -2.61839 2.21908 -0.36419
H 1.65283 -5.43644 -0.44826
H 3.30451 -5.84019 -1.00488
H 3.10401 -4.35092 -0.06248
H 1.85915 -4.86973 -2.85271
H 3.42025 -4.05991 -2.65411
H 3.70877 -1.37044 -3.03107
H 4.50696 -2.30785 -1.75454
H 4.03518 -0.25587 -0.14004
H 5.41693 -0.24430 -1.24276
H 4.08847 1.04885 -2.95899
H 4.44445 1.99299 -1.49890
H 2.69566 -0.04651 1.91673
H 4.31801 0.41115 1.83754
H 1.44542 2.17369 2.74548
H -0.08167 2.03365 0.86214
H -3.63174 -2.89281 -1.79833
H -1.97555 -2.48329 -1.31220
H -2.97680 -3.35951 -0.13320
H -1.98698 -0.85448 1.12071
H -3.46916 -1.69347 1.75790
H -3.46634 0.10852 1.28512
O -2.74977 -3.62588 2.42395
H -2.47847 -3.28525 3.28614
H -3.58022 -4.08166 2.60178
O 2.09448 5.76950 2.96548
H 1.18347 5.88156 3.25850
H 2.13377 4.85089 2.66714
O 4.33390 -3.61722 2.19097
H 4.06668 -2.84516 1.67774
H 4.19083 -3.34832 3.10591
O -0.76893 -4.61570 -1.72052
H -0.41888 -5.46387 -1.42419
H 0.00715 -4.04323 -1.71835
O 0.01295 6.76827 4.79004
H 0.15232 7.58262 5.30130
H -0.08884 6.08246 5.45965
O -0.63134 6.50085 1.68729
H -1.58121 6.51038 1.52382
H -0.54019 6.86043 2.57952
O -5.92972 0.94633 -4.20898
H -5.42252 1.26372 -4.96355
H -5.29967 0.43307 -3.69072
O 5.37362 -1.51614 4.16251
H 5.75414 -2.34798 4.46724
H 6.12756 -0.91672 4.12729
O -4.44106 -1.36991 3.76481
H -5.38657 -1.22516 3.64580
H -4.18554 -0.71419 4.42324
O -0.03250 -5.86707 0.64122
H -0.99314 -5.79223 0.58914
H 0.22006 -5.17502 1.26217
O 3.40037 -6.61124 1.51250
H 3.52256 -5.78053 1.99067
H 3.35799 -7.28073 2.20324
O 7.20231 -2.06534 1.55614
H 6.81202 -1.27173 1.17620
H 6.44788 -2.54893 1.92011
O 9.87356 -3.95418 2.03023
H 9.20653 -3.25773 2.03912
H 10.60885 -3.57032 1.54243
O 4.05532 4.18651 -1.65750
H 3.31450 4.68811 -2.01141
H 4.69389 4.86978 -1.41827
O -0.62884 -6.24922 -4.68105
H -0.86130 -5.45692 -5.18678
H -0.78241 -5.99546 -3.76295
O -0.79287 -1.63671 3.33544
H -1.22450 -0.78603 3.19645
H -0.37471 -1.82977 2.48829
O -7.08032 -1.17350 -2.07076
H -7.79483 -0.64967 -2.45196
H -6.44503 -0.51113 -1.76877
O -0.26393 -3.84819 -6.41048
H -0.73651 -3.01645 -6.53413
H 0.10820 -4.03899 -7.27778
O -9.54949 0.18342 -0.48311
H -9.24907 -0.70842 -0.70105
H -8.92937 0.47875 0.19220
O -2.06392 3.94579 -5.24152
H -1.75668 3.07973 -4.95099
H -1.27964 4.50169 -5.19336
O -12.23881 -0.97323 0.88492
H -12.86323 -0.24118 0.88875
H -11.44327 -0.60222 0.48255
O 1.80078 -7.88829 -4.44742
H 1.04108 -7.39818 -4.79819
H 2.43135 -7.20328 -4.20652
O -2.94069 7.90610 3.85085
H -2.47048 8.19806 3.06329
H -2.27390 7.42246 4.35852
O 4.57452 6.95697 -1.29964
H 4.35576 7.74810 -1.80290
H 4.42770 7.21329 -0.38147
O 0.43146 1.04858 4.54073
H 0.56232 1.86089 5.04380
H 0.32459 0.37273 5.21921
O -4.31516 7.23590 6.55551
H -5.25523 7.24364 6.76367
H -4.26829 7.57738 5.65453
O -3.22780 4.89190 8.47460
H -3.45072 5.69535 7.98606
H -3.38419 5.12438 9.39533
O 4.45619 -1.07040 -6.59622
H 3.51192 -1.04870 -6.40642
H 4.52275 -0.73415 -7.49627
O 0.40834 9.48241 5.24591
H -0.22403 10.20887 5.26020
H 1.18483 9.84849 4.80833
O -3.24284 -2.40349 -7.14276
H -4.17369 -2.37916 -7.38736
H -3.22683 -2.07010 -6.23716
```

Calculated values
E_tot ... -6890.9378 hartree
Charge ... 0
Frontier orbital gap ... 7.23 eV
HOMO level ... -8.394 eV
LUMO level ... -1.1631 eV
Largest force on an atom ... 2.79 eV/A

Results of the Löwdin charge analysis, in e, for atoms 1 through 5: C -0.0557; C -0.2078; O -0.0597; C -0.4529; O 0.1074